No. 1
{"formula": "C6H7O3", "method": "ωB97M-V/def2-TZVPD", "elements": ["C", "C", "C", "C", "C", "C", "O", "O", "O", "H", "H", "H", "H", "H", "H", "H"], "xyz": [[1.96111, 0.49982, 0.03863], [0.98851, 1.50363, 0.16381], [1.61761, -0.82116, -0.17146], [0.15608, -1.18429, -0.02140], [-0.75187, 0.01655, -0.35096], [-1.83507, 0.26641, 0.67761], [0.71611, 2.70608, 0.34784], [2.43595, -1.78524, -0.26028], [-1.19932, 0.15869, -1.69875], [2.94167, 0.51865, 0.30721], [-0.00135, -1.95687, -0.70948], [0.02665, -1.45836, 1.01646], [-1.49765, 0.50870, 1.70032], [-2.39735, -0.58774, 0.90605], [-2.54976, 1.04216, 0.43504], [-0.61132, 0.57295, -2.38065]], "forces_ev_per_angstrom": [[-2.227, 1.901, -0.178], [-2.625, 0.261, -0.657], [0.278, -3.045, 0.619], [-0.729, 2.619, -0.904], [3.090, 1.991, 1.306], [0.481, 0.953, 0.123], [1.350, -3.310, -0.337], [-0.808, 1.472, -0.161], [-0.290, -0.175, -0.551], [2.928, 1.166, 0.582], [-0.534, -1.673, -0.737], [-0.137, -0.386, 0.196], [0.697, 0.272, -0.569], [-1.253, -1.818, -0.163], [0.010, 0.322, -0.430], [-0.229, -0.551, 1.860]], "nbo_charge": [-0.650, 0.588, 0.537, -0.554, 0.174, -0.656, -0.658, -0.705, -0.784, 0.215, 0.209, 0.213, 0.208, 0.172, 0.206, 0.484], "total_charge": -1, "e_above_lowest_kcal_mol": 36.7, "orbital_gap_ev": 6.603, "multiplicity": 1}

=====

No. 2
{"formula": "C6H7O4", "method": "ωB97M-V/def2-TZVPD", "elements": ["C", "C", "C", "C", "C", "C", "O", "O", "O", "O", "H", "H", "H", "H", "H", "H", "H"], "xyz": [[0.09025, -0.81702, -0.83144], [-3.00636, 1.09441, -0.22802], [-1.08382, 1.46800, 0.95495], [-1.46112, 0.93585, -0.39704], [-2.35295, 1.14870, 1.08716], [2.60636, -0.40986, 0.13209], [1.06979, -0.13468, -0.36744], [0.21774, -2.01696, -1.39327], [2.64759, -1.08833, 1.29622], [-1.11256, -0.37844, -0.77140], [-3.51818, 2.01123, -0.65413], [-3.75753, 0.21250, -0.47479], [-0.14333, 1.58312, 1.53212], [3.13425, 0.57979, 0.08830], [3.03304, -1.19755, -0.53808], [1.08350, -2.52634, -1.57435], [2.55334, -0.46440, 2.13912]], "forces_ev_per_angstrom": [[2.309, -1.395, 0.104], [-1.417, -0.738, -1.848], [0.777, -0.784, -0.830], [-1.258, 1.953, 1.387], [-0.245, -0.096, 0.646], [1.117, -2.186, -0.463], [0.034, 0.629, 0.417], [0.079, 0.166, 0.007], [-0.991, 2.808, 2.549], [0.576, -1.889, -0.625], [1.185, -0.793, 0.865], [2.095, 1.474, 0.634], [-1.107, 0.190, -0.690], [-1.305, -0.719, -0.101], [-0.611, 1.308, -0.348], [-1.492, 1.900, 0.845], [0.255, -1.829, -2.549]], "nbo_charge": [1.097, -0.464, -0.251, 0.210, 0.093, 0.258, -0.550, -0.643, -0.640, -0.431, 0.287, 0.275, 0.265, 0.229, 0.195, 0.560, 0.511], "total_charge": 1, "e_above_lowest_kcal_mol": 0.0, "orbital_gap_ev": 9.109, "multiplicity": 1}

=====

No. 3
{"formula": "C6H7P", "method": "ωB97M-V/def2-TZVPD", "elements": ["C", "C", "C", "C", "C", "C", "P", "H", "H", "H", "H", "H", "H", "H"], "xyz": [[-1.92175, -0.99048, -0.12327], [-0.71986, -1.43074, -0.01374], [-0.42879, 1.01041, 0.16672], [-0.96997, -0.18029, 0.79428], [1.41474, -0.44847, -0.99592], [1.04834, 0.76414, -0.34518], [2.44092, -0.26576, 0.46187], [-2.89061, -0.98654, -0.57724], [-0.94632, 1.19931, -0.71390], [-0.51557, 1.83628, 0.75844], [-0.96158, -0.15830, 1.91464], [1.40502, -1.06411, -1.88921], [1.35383, 1.71590, -0.79284], [1.69160, -1.00136, 1.35535]], "forces_ev_per_angstrom": [[0.007, -0.816, 0.235], [0.958, 0.705, -0.126], [1.345, -1.709, -0.471], [0.050, -0.751, 1.106], [-0.906, -1.520, 0.560], [0.013, 0.482, -0.014], [0.241, 1.028, -0.741], [-0.179, 0.263, -0.029], [-0.994, 0.443, -1.824], [0.270, 2.418, 1.694], [-0.310, -0.489, -1.020], [-0.115, 0.616, 0.022], [0.332, -0.280, 0.111], [-0.711, -0.389, 0.496]], "nbo_charge": [-0.289, 0.016, -0.409, -0.281, -0.333, -0.471, 0.435, 0.233, 0.208, 0.213, 0.200, 0.241, 0.256, -0.020], "e_above_lowest_kcal_mol": 171.5, "orbital_gap_ev": [8.050, 7.196], "multiplicity": 1}

=====

No. 4
{"formula": "C6H7PS2", "method": "ωB97M-V/def2-TZVPD", "elements": ["C", "C", "C", "C", "C", "C", "P", "S", "S", "H", "H", "H", "H", "H", "H", "H"], "xyz": [[1.65194, 0.24979, 1.67196], [0.71721, -0.75950, 2.03892], [1.33586, 1.04435, 0.58336], [-0.38329, -0.95654, 1.32142], [0.20432, 0.91557, -0.16994], [-0.75001, -0.14930, 0.25704], [-2.17209, -0.38313, -0.81935], [-0.31153, 0.83203, -3.78969], [0.36780, -0.93316, -3.23708], [2.53044, 0.25315, 2.26506], [0.85703, -1.12760, 3.07723], [1.94578, 1.94252, 0.32995], [-1.15689, -1.66562, 1.62273], [-0.19662, 1.60725, -0.93731], [-2.89913, -1.53937, -0.23799], [-1.74084, 0.66956, -3.97632]], "forces_ev_per_angstrom": [[-1.952, -1.803, -0.263], [3.030, 1.733, 2.327], [1.555, 2.300, -0.626], [-3.200, -0.822, -0.556], [-3.464, -2.066, 1.049], [1.527, 1.424, -2.098], [-0.418, -0.426, 0.305], [-1.458, -0.279, -0.293], [-0.372, 0.331, -0.164], [0.773, 0.799, 0.204], [-0.104, -0.572, -1.094], [-0.050, -0.963, 0.290], [0.408, -0.084, 0.154], [0.956, -0.391, 0.500], [0.916, 0.872, -0.051], [1.854, -0.054, 0.315]], "nbo_charge": [-0.187, -0.207, -0.232, -0.213, -0.189, -0.379, 0.348, -0.015, -0.109, 0.219, 0.218, 0.217, 0.214, 0.229, -0.048, 0.136], "e_above_lowest_kcal_mol": 0.0, "orbital_gap_ev": [5.861, 7.608], "multiplicity": 1}

=====

No. 5
{"formula": "C6H8", "method": "ωB97M-V/def2-TZVPD", "elements": ["C", "C", "C", "C", "C", "C", "H", "H", "H", "H", "H", "H", "H", "H"], "xyz": [[-2.75254, -0.83708, -0.34996], [-1.57101, -0.68951, 0.27135], [-0.37350, -0.36781, -0.47560], [0.53431, 0.48467, 0.24758], [1.96360, -0.11621, 0.27871], [1.70342, 1.08330, -0.52903], [-1.54452, -0.74076, 1.36632], [-3.67638, -0.97046, 0.20838], [-2.82723, -0.77087, -1.43170], [0.25932, 1.00019, 1.17424], [2.46425, -0.00989, 1.23652], [2.10229, -1.06983, -0.21695], [2.07139, 2.04111, -0.17452], [1.64660, 0.96316, -1.60534]], "forces_ev_per_angstrom": [[0.085, 0.022, 0.038], [-0.093, 0.010, -0.126], [-0.004, 0.150, 0.405], [-0.371, -0.048, -0.004], [0.268, -0.125, -0.037], [0.112, 0.061, -0.104], [0.020, 0.032, -0.112], [0.147, 0.085, -0.064], [0.104, -0.076, 0.121], [-0.005, -0.126, -0.160], [-0.120, -0.020, -0.160], [-0.049, 0.167, 0.041], [-0.084, -0.160, -0.011], [-0.011, 0.027, 0.173]], "nbo_charge": [-0.282, -0.365, 0.069, -0.395, -0.347, -0.383, 0.191, 0.195, 0.204, 0.197, 0.223, 0.235, 0.221, 0.235], "e_above_lowest_kcal_mol": 84.4, "orbital_gap_ev": 7.842, "multiplicity": 1}

=====

No. 6
{"formula": "C6H8", "method": "ωB97M-V/def2-TZVPD", "elements": ["C", "C", "C", "C", "C", "C", "H", "H", "H", "H", "H", "H", "H", "H"], "xyz": [[2.20592, 0.61372, 0.19137], [0.84426, 0.39098, -0.13793], [-0.52884, 0.80055, -0.17905], [-1.54763, 1.63265, 0.00188], [-0.11515, -0.54306, -0.61752], [-0.49169, -1.65370, 0.25662], [2.99609, 0.01741, -0.24538], [2.58788, 1.53647, 0.53057], [-2.62660, 1.30919, -0.04433], [-1.29014, 2.54545, 0.57610], [-0.05212, -0.72870, -1.74161], [-0.15784, -1.68778, 1.30160], [-0.24044, -2.53671, -0.16779], [-1.58370, -1.69648, 0.27546]], "forces_ev_per_angstrom": [[-4.051, -0.893, -2.258], [5.479, 2.601, 1.890], [-0.228, 0.332, -0.184], [-0.047, -0.103, 1.563], [-0.063, -0.382, -2.530], [-2.222, 0.337, 1.598], [-0.274, -0.761, 0.308], [-0.202, 1.066, 0.659], [1.375, 0.492, -0.420], [-0.588, -0.334, -0.678], [-0.408, -0.015, 1.459], [0.214, 0.638, -0.387], [1.151, -2.967, -1.272], [-0.136, -0.012, 0.253]], "nbo_charge": [-0.387, 0.014, -0.022, -0.382, -0.299, -0.600, 0.198, 0.197, 0.211, 0.205, 0.224, 0.223, 0.213, 0.205], "e_above_lowest_kcal_mol": 69.7, "smiles": "C=C1C(=C)C1C", "orbital_gap_ev": 9.142, "multiplicity": 1}

=====

No. 7
{"formula": "C6H8", "method": "ωB97M-V/def2-TZVPD", "elements": ["C", "C", "C", "C", "C", "C", "H", "H", "H", "H", "H", "H", "H", "H"], "xyz": [[0.18529, 0.49903, -1.41385], [-0.25544, 1.02141, -0.06290], [-1.07738, -0.01824, -0.78565], [-1.07802, -1.16973, 0.20702], [1.17735, -0.58670, 1.25032], [0.16888, 0.30751, 1.19864], [1.04806, -0.16123, -1.50147], [0.09827, 1.22019, -2.22824], [-0.59327, 2.05479, 0.02141], [-2.05498, 0.25614, -1.18634], [-0.36913, -1.95841, -0.12363], [1.33842, -1.20580, 2.13155], [1.83580, -0.76988, 0.40179], [-0.42385, 0.51092, 2.09134]], "forces_ev_per_angstrom": [[0.134, -0.053, 0.033], [-0.012, 0.092, 0.125], [-0.169, 0.040, 0.137], [0.116, -0.103, -0.432], [-0.358, 0.042, -0.108], [0.394, -0.002, 0.006], [-0.217, 0.137, 0.072], [-0.044, -0.207, 0.230], [0.104, -0.308, -0.023], [0.238, -0.067, 0.107], [-0.089, 0.176, 0.054], [-0.049, 0.242, -0.139], [-0.210, 0.091, 0.187], [0.162, -0.082, -0.247]], "nbo_charge": [-0.429, -0.250, -0.359, -0.111, -0.339, -0.170, 0.210, 0.225, 0.227, 0.238, 0.106, 0.214, 0.202, 0.234], "e_above_lowest_kcal_mol": 113.9, "orbital_gap_ev": 8.441, "multiplicity": 1}